{
  "formula": "C30H42N7O",
  "method": "ωB97M-V/def2-TZVPD",
  "symbols": ["C", "C", "C", "C", "C", "N", "C", "C", "O", "C", "C", "C", "C", "C", "C", "C", "N", "N", "H", "H", "H", "H", "H", "H", "H", "H", "H", "H", "H", "H", "H", "H", "C", "C", "C", "C", "N", "H", "H", "H", "H", "H", "H", "H", "C", "C", "C", "C", "N", "H", "H", "H", "H", "H", "H", "H", "C", "C", "C", "C", "N", "H", "H", "H", "H", "H", "H", "H", "C", "C", "C", "C", "N", "H", "H", "H", "H", "H", "H", "H"],
  "coordinates": [[5.200, 0.371, 2.133], [4.964, 0.491, 0.967], [4.701, 0.771, -0.435], [3.915, 2.059, -0.499], [3.110, 2.549, 0.477], [2.556, 3.716, 0.006], [1.600, 4.626, 0.649], [0.384, 3.923, 1.280], [-0.223, 4.526, 2.123], [0.037, 2.551, 0.821], [0.299, 1.516, 1.701], [0.033, 0.222, 1.303], [-0.499, -0.048, 0.052], [-0.756, 0.999, -0.811], [-0.491, 2.300, -0.428], [3.034, 3.947, -1.215], [3.857, 2.955, -1.539], [4.571, 2.842, -2.748], [5.341, 0.529, 3.172], [5.646, 0.877, -0.967], [4.128, -0.056, -0.848], [2.895, 2.134, 1.436], [1.183, 5.240, -0.147], [2.077, 5.299, 1.352], [0.724, 1.741, 2.667], [0.251, -0.600, 1.966], [-0.678, -1.070, -0.221], [-1.144, 0.801, -1.797], [-0.674, 3.116, -1.112], [2.820, 4.782, -1.853], [3.906, 2.964, -3.505], [4.919, 1.891, -2.791], [9.004, 0.802, -1.526], [9.294, 0.204, -0.157], [10.000, -1.153, -0.237], [9.166, -2.113, -0.965], [8.485, -2.838, -1.533], [8.332, 0.155, -2.094], [8.521, 1.775, -1.422], [9.915, 0.938, -2.110], [8.352, 0.087, 0.384], [9.916, 0.889, 0.421], [10.190, -1.545, 0.762], [10.959, -1.060, -0.748], [-5.608, -2.855, -0.900], [-4.984, -2.055, 0.236], [-4.270, -0.788, -0.259], [-3.180, -1.141, -1.170], [-2.330, -1.433, -1.883], [-4.851, -3.212, -1.600], [-6.127, -3.727, -0.507], [-6.325, -2.235, -1.440], [-4.279, -2.682, 0.781], [-5.765, -1.768, 0.943], [-3.853, -0.234, 0.585], [-4.965, -0.132, -0.786], [-1.160, -4.541, 1.659], [-1.610, -5.401, 2.837], [-2.756, -6.353, 2.476], [-3.935, -5.605, 2.034], [-4.844, -5.001, 1.688], [-1.965, -3.891, 1.310], [-0.325, -3.903, 1.951], [-0.835, -5.159, 0.821], [-1.919, -4.754, 3.660], [-0.766, -5.992, 3.195], [-3.036, -6.957, 3.339], [-2.455, -7.030, 1.676], [-8.112, 3.201, -1.568], [-8.730, 2.205, -0.593], [-7.872, 0.949, -0.399], [-7.698, 0.233, -1.667], [-7.574, -0.314, -2.669], [-8.014, 2.773, -2.566], [-8.737, 4.089, -1.653], [-7.121, 3.516, -1.232], [-9.720, 1.917, -0.950], [-8.868, 2.686, 0.377], [-8.344, 0.274, 0.316], [-6.888, 1.218, -0.011]],
  "forces_ev_per_angstrom": [[-0.2, 0.6, -0.1], [0.4, -0.1, 0.2], [-0.1, 0.4, 0.0], [0.0, -0.4, 0.4], [-0.1, 0.5, -0.3], [0.1, 0.3, -0.2], [-0.3, -0.3, -0.3], [0.1, 0.4, 0.3], [0.1, -0.1, -0.1], [0.1, 0.3, 0.4], [-0.1, 0.0, 0.0], [0.1, -0.4, 0.2], [0.4, 0.1, 0.5], [-0.1, 0.0, -0.4], [0.2, 0.2, -0.3], [0.3, -0.3, -0.2], [-0.1, -0.4, -0.1], [-0.2, 0.2, 0.2], [0.2, -0.5, 0.3], [0.1, -0.1, -0.1], [0.0, 0.0, -0.4], [0.0, 0.0, 0.2], [0.0, 0.2, -0.1], [0.1, -0.1, 0.3], [0.0, -0.1, 0.2], [0.0, -0.1, 0.1], [-0.1, -0.1, -0.2], [-0.1, -0.1, -0.1], [-0.1, 0.1, -0.1], [-0.1, 0.2, 0.0], [0.0, -0.1, -0.1], [0.1, 0.0, -0.1], [-0.1, 0.0, 0.0], [-0.1, 0.2, 0.0], [-0.2, 0.1, 0.0], [0.3, 0.1, 0.2], [-0.3, -0.1, -0.2], [0.1, 0.0, 0.0], [0.1, 0.0, 0.0], [0.0, 0.0, 0.0], [0.1, 0.0, 0.1], [0.0, -0.1, 0.0], [0.0, 0.0, 0.0], [0.0, 0.0, 0.0], [-0.1, 0.0, 0.1], [-0.1, -0.2, -0.1], [-0.1, -0.2, 0.2], [-0.3, 0.1, -0.1], [0.0, -0.1, -0.1], [0.0, 0.1, 0.0], [0.0, 0.0, 0.0], [0.0, -0.1, -0.1], [0.0, 0.1, 0.1], [0.1, 0.1, 0.0], [0.1, 0.1, -0.1], [0.0, 0.0, -0.1], [0.0, 0.0, 0.0], [0.1, 0.1, -0.1], [0.1, 0.2, 0.1], [0.2, -0.3, 0.1], [-0.2, 0.2, -0.1], [0.0, 0.0, 0.0], [0.0, 0.0, 0.0], [0.0, 0.0, 0.0], [0.0, -0.1, 0.0], [-0.1, -0.1, 0.0], [0.0, 0.0, 0.0], [0.0, 0.0, 0.0], [0.0, 0.0, 0.0], [0.0, 0.2, -0.1], [-0.2, 0.1, -0.1], [0.0, -0.1, 0.0], [0.0, 0.1, 0.1], [0.0, 0.0, 0.0], [0.0, 0.0, 0.0], [0.0, 0.0, 0.0], [0.0, -0.1, 0.0], [0.0, -0.1, 0.0], [0.1, 0.0, 0.0], [0.0, 0.0, 0.0]],
  "total_charge": 1,
  "e_lumo_ev": -2.87
}

---

{
  "formula": "C30H42NV",
  "method": "ωB97M-V/def2-TZVPD",
  "symbols": ["C", "C", "C", "C", "C", "V", "C", "C", "H", "C", "H", "H", "C", "H", "H", "H", "C", "H", "H", "H", "C", "H", "H", "H", "C", "H", "H", "H", "C", "H", "H", "H", "C", "H", "H", "H", "C", "H", "H", "H", "C", "C", "C", "C", "H", "C", "H", "C", "H", "H", "H", "C", "N", "C", "C", "C", "C", "C", "C", "C", "C", "H", "H", "H", "H", "H", "H", "H", "H", "H", "H", "H", "H", "H"],
  "coordinates": [[-2.199, -0.561, 0.640], [-1.600, -1.315, -0.432], [-1.787, -0.572, -1.654], [-2.505, 0.631, -1.330], [-2.738, 0.649, 0.086], [-0.706, 0.533, -0.279], [1.202, 3.144, -2.392], [0.802, 2.886, -1.079], [1.537, 2.671, -0.245], [-0.599, 2.843, -0.672], [-1.198, 3.300, -1.481], [-0.779, 3.365, 0.299], [2.685, 2.878, -2.676], [3.303, 2.373, -1.900], [2.926, 2.316, -3.603], [3.060, 3.886, -2.779], [0.289, 2.486, -3.467], [-0.408, 1.634, -3.180], [-0.334, 3.314, -3.765], [0.825, 2.056, -4.348], [-1.060, -2.682, -0.299], [-0.359, -2.761, 0.542], [-1.866, -3.414, -0.151], [-0.509, -2.966, -1.196], [-1.481, -1.076, -3.015], [-0.545, -1.633, -3.004], [-2.274, -1.757, -3.364], [-1.380, -0.262, -3.742], [-3.107, 1.591, -2.294], [-2.747, 1.417, -3.312], [-4.203, 1.498, -2.302], [-2.882, 2.624, -2.015], [-3.564, 1.636, 0.827], [-3.486, 2.634, 0.383], [-4.624, 1.341, 0.815], [-3.259, 1.700, 1.876], [-2.412, -1.029, 2.032], [-2.233, -0.224, 2.756], [-3.449, -1.371, 2.160], [-1.754, -1.869, 2.272], [1.289, -1.580, -1.377], [1.969, -0.585, -2.232], [1.826, -2.811, -1.659], [2.115, -0.771, -3.557], [2.110, 0.405, -2.187], [2.238, -3.075, -3.038], [2.038, -3.558, -0.888], [2.261, -2.054, -4.029], [2.186, 0.106, -4.160], [2.555, -4.081, -3.362], [2.472, -2.189, -5.111], [0.302, -1.948, 4.338], [1.503, -1.966, 3.457], [1.939, -3.364, 3.181], [1.353, -1.137, 2.179], [1.022, 0.282, 2.524], [1.660, 0.861, 3.640], [1.155, 2.027, 4.212], [0.059, 2.654, 3.624], [-0.480, 2.140, 2.434], [0.064, 1.016, 1.819], [-0.513, -2.487, 3.845], [0.014, -0.918, 4.553], [0.568, -2.460, 5.270], [2.261, -1.520, 3.992], [1.156, -3.873, 2.606], [2.873, -3.332, 2.611], [2.095, -3.869, 4.141], [2.301, -1.236, 1.632], [0.582, -1.629, 1.571], [2.542, 0.389, 4.085], [1.610, 2.437, 5.115], [-0.377, 3.551, 4.067], [-1.331, 2.663, 1.996]],
  "forces_ev_per_angstrom": [[-1.2, -0.7, -1.0], [-2.1, -0.2, -0.1], [-1.9, -0.7, 0.7], [-1.1, -0.8, 0.0], [-0.8, -1.1, -0.3], [7.7, 4.3, 0.8], [0.6, -6.2, 1.5], [0.5, 0.4, 0.2], [-0.5, 0.8, -1.1], [-0.3, 0.0, 0.0], [0.0, -0.5, 0.6], [0.1, -0.7, -0.9], [0.5, 0.8, -0.1], [-0.8, 0.5, 0.0], [-0.6, 0.5, 0.3], [1.0, 0.2, -0.3], [-0.6, 0.6, -0.4], [0.9, 1.1, 0.4], [-0.7, 0.0, -0.9], [-0.1, 0.9, 0.7], [0.1, -0.8, 0.0], [-0.3, -0.2, -0.3], [0.0, 0.2, 0.1], [-0.2, 0.0, 0.3], [0.4, -0.1, -0.4], [0.0, 0.0, -0.2], [0.1, 0.3, 0.2], [0.0, -0.2, 0.1], [-0.1, 0.4, -0.2], [-0.1, 0.1, 0.2], [0.3, -0.1, 0.0], [-0.1, -0.2, -0.2], [0.0, 0.4, 0.2], [0.0, -0.2, 0.1], [0.3, 0.0, -0.1], [-0.1, 0.0, -0.2], [0.0, 0.1, 0.5], [0.0, -0.2, -0.1], [0.2, 0.0, -0.1], [-0.1, 0.1, -0.1], [2.9, 4.3, 1.0], [-3.6, -2.8, 0.5], [0.6, -1.0, -2.4], [1.0, -1.2, -1.1], [-0.4, 4.0, 2.4], [0.3, 0.2, -0.3], [-0.9, -0.3, -0.4], [-0.2, -1.7, 0.0], [0.5, 0.3, -0.6], [-0.2, 0.5, 0.5], [-0.2, -0.5, 1.0], [-0.2, -0.2, 0.3], [0.4, 0.3, 0.0], [0.1, -0.1, -0.1], [0.4, -0.5, -0.3], [0.4, 0.8, 0.4], [-0.4, -0.1, -0.1], [0.2, 0.1, -0.1], [-0.3, -0.1, -0.2], [0.6, 0.7, 0.7], [-1.4, -1.3, -1.2], [0.3, 0.1, 0.1], [0.0, -0.2, -0.1], [-0.1, 0.1, -0.2], [-0.3, -0.1, -0.2], [0.2, 0.2, 0.1], [-0.3, -0.1, 0.1], [0.0, 0.1, -0.3], [-0.2, -0.1, 0.1], [0.3, 0.4, 0.2], [-0.2, 0.1, 0.0], [-0.1, -0.1, -0.3], [0.1, -0.3, 0.0], [0.4, -0.1, 0.1]],
  "s2": 0.989,
  "spin_multiplicity": 2,
  "total_charge": 1,
  "e_lumo_ev": [-3.59, -3.61]
}

---

{
  "formula": "C30H43B3N7O3P",
  "method": "ωB97M-V/def2-TZVPD",
  "symbols": ["C", "P", "C", "B", "O", "B", "O", "B", "O", "H", "H", "H", "H", "H", "H", "H", "H", "N", "C", "C", "C", "C", "H", "H", "H", "H", "H", "N", "C", "C", "C", "C", "H", "H", "H", "H", "H", "N", "C", "C", "C", "C", "H", "H", "H", "H", "H", "N", "C", "C", "C", "C", "H", "H", "H", "H", "H", "N", "C", "C", "C", "C", "H", "H", "H", "H", "H", "N", "C", "C", "C", "C", "H", "H", "H", "H", "H", "N", "C", "C", "C", "C", "H", "H", "H", "H", "H"],
  "coordinates": [[4.827, -2.230, 2.280], [3.891, -1.032, 3.396], [4.084, 0.666, 2.639], [2.056, -1.515, 2.990], [1.761, -1.817, 1.623], [0.394, -1.822, 1.337], [-0.559, -1.402, 2.292], [-0.132, -2.038, 3.493], [1.104, -1.605, 4.009], [4.299, -3.180, 2.398], [4.662, -1.941, 1.237], [5.879, -2.299, 2.532], [3.191, 1.242, 2.890], [4.115, 0.602, 1.544], [4.987, 1.175, 2.963], [-0.002, -2.213, 0.292], [-0.793, -2.903, 3.943], [-3.348, 2.995, 1.505], [-4.227, 1.997, 1.831], [-3.501, 0.855, 2.053], [-2.134, 1.176, 1.856], [-2.072, 2.505, 1.524], [-3.599, 3.942, 1.285], [-5.288, 2.184, 1.875], [-3.906, -0.106, 2.324], [-1.295, 0.511, 1.946], [-1.234, 3.142, 1.296], [1.472, -2.622, -1.911], [1.342, -3.972, -2.081], [1.319, -4.224, -3.430], [1.442, -2.978, -4.096], [1.536, -2.009, -3.130], [1.513, -2.151, -1.029], [1.276, -4.634, -1.234], [1.224, -5.195, -3.886], [1.460, -2.811, -5.160], [1.644, -0.940, -3.204], [1.169, 1.973, -4.054], [0.707, 2.178, -2.782], [0.694, 3.530, -2.554], [1.161, 4.163, -3.734], [1.444, 3.177, -4.642], [1.287, 1.078, -4.488], [0.429, 1.350, -2.153], [0.382, 4.010, -1.641], [1.276, 5.222, -3.899], [1.817, 3.228, -5.651], [-4.636, -3.264, 2.533], [-5.515, -4.258, 2.865], [-4.791, -5.398, 3.101], [-3.423, -5.077, 2.908], [-3.358, -3.752, 2.560], [-4.889, -2.323, 2.304], [-6.575, -4.071, 2.903], [-5.198, -6.355, 3.382], [-2.581, -5.741, 3.012], [-2.520, -3.118, 2.328], [-3.170, 7.147, 0.488], [-2.949, 7.780, 1.681], [-1.666, 7.500, 2.074], [-1.089, 6.671, 1.077], [-2.040, 6.472, 0.109], [-4.027, 7.175, -0.030], [-3.720, 8.370, 2.146], [-1.193, 7.853, 2.975], [-0.090, 6.268, 1.068], [-2.011, 5.912, -0.811], [-4.516, 1.378, -1.318], [-4.663, 0.027, -1.456], [-4.688, -0.261, -2.798], [-4.545, 0.966, -3.495], [-4.439, 1.959, -2.554], [-4.470, 1.868, -0.439], [-4.737, -0.612, -0.593], [-4.795, -1.242, -3.229], [-4.521, 1.106, -4.563], [-4.316, 3.023, -2.658], [6.237, -3.324, -1.234], [6.844, -2.100, -1.290], [8.165, -2.269, -0.962], [8.361, -3.650, -0.702], [7.154, -4.275, -0.880], [5.268, -3.498, -1.423], [6.287, -1.218, -1.557], [8.906, -1.489, -0.915], [9.283, -4.130, -0.418], [6.871, -5.310, -0.786]],
  "forces_ev_per_angstrom": [[-1.4, 0.7, -0.3], [0.9, -0.1, 0.9], [-0.5, -0.6, -0.9], [0.8, 0.5, -0.4], [-1.7, -0.1, 1.3], [-0.2, 0.6, 0.0], [1.5, -2.2, 0.3], [0.1, 1.7, -0.1], [-0.4, -1.0, -1.8], [0.4, -0.1, 0.1], [0.4, 0.0, 0.0], [0.0, 0.0, 0.0], [0.2, 0.1, 0.2], [0.0, 0.0, 0.1], [-0.1, -0.1, 0.3], [0.0, 0.2, -0.1], [0.0, 0.0, 0.4], [0.0, 0.0, 0.0], [-0.1, 0.0, 0.1], [-0.1, 0.0, -0.1], [0.1, 0.2, -0.1], [0.0, 0.0, -0.1], [0.1, 0.1, 0.1], [0.0, 0.0, 0.1], [0.0, 0.0, 0.0], [-0.1, 0.1, 0.0], [0.0, 0.0, 0.0], [0.1, 0.0, -0.2], [0.0, 0.0, 0.0], [0.0, -0.1, 0.1], [0.0, 0.1, 0.0], [0.0, 0.0, 0.0], [0.1, 0.0, 0.1], [0.0, 0.0, 0.0], [0.0, 0.0, 0.0], [0.0, 0.0, 0.0], [0.0, 0.0, 0.0], [0.0, 0.1, 0.1], [0.0, 0.0, 0.0], [0.0, -0.1, 0.1], [0.0, 0.0, -0.1], [0.0, 0.0, 0.0], [0.0, -0.1, -0.1], [-0.1, 0.0, 0.0], [0.0, 0.0, 0.0], [0.0, 0.0, 0.0], [0.0, 0.0, 0.0], [0.0, -0.1, 0.1], [0.0, 0.0, 0.0], [-0.1, 0.0, 0.0], [0.1, 0.1, 0.0], [0.0, 0.0, 0.0], [0.0, 0.1, 0.0], [0.0, 0.0, 0.0], [0.0, 0.0, 0.0], [0.0, 0.0, 0.0], [0.0, 0.0, 0.0], [0.1, 0.0, 0.1], [0.0, 0.0, 0.0], [-0.1, 0.1, 0.0], [0.0, -0.1, -0.1], [0.0, -0.1, 0.0], [0.0, 0.1, -0.1], [0.0, 0.0, 0.0], [0.0, 0.0, 0.0], [0.0, 0.0, 0.0], [0.0, 0.0, 0.0], [0.0, 0.1, -0.1], [0.0, 0.0, 0.0], [0.0, -0.1, 0.1], [0.0, 0.1, 0.0], [0.0, 0.0, 0.0], [0.1, -0.2, 0.0], [0.0, 0.0, 0.0], [0.0, 0.0, 0.0], [0.0, 0.0, 0.0], [0.0, 0.0, 0.0], [0.1, 0.0, 0.0], [0.0, 0.0, 0.0], [-0.1, 0.1, 0.0], [0.0, -0.1, 0.0], [0.0, 0.0, 0.0], [-0.1, 0.0, -0.1], [0.0, 0.0, 0.0], [0.0, 0.0, 0.0], [0.0, 0.0, 0.0], [0.0, 0.0, 0.0]],
  "e_lumo_ev": -0.09
}